Record 1
Here is an isolated molecule of C5H11NO in a non-equilibrium geometry from OMol25. Energies are from wB97M-V/def2-TZVPD.

Geometry as XYZ:
```
18
Properties=species:S:1:pos:R:3:lowdin_charge:R:1
C -0.21400 -0.10063 1.80360 -0.112
H 0.97285 -2.39228 -0.16136 0.082
H 0.01402 -2.25644 -1.65204 0.080
C 0.14672 -1.85617 -0.64029 -0.065
H 1.58274 0.57842 0.88508 0.130
H -0.76544 -2.04453 -0.06044 0.076
C 0.49904 0.45775 0.58099 -0.174
H 1.10795 2.33480 -0.43810 0.069
H 1.36521 -0.22155 -1.29007 0.133
O 0.30036 2.60581 -0.87824 -0.019
N -0.60532 0.41093 -1.36023 0.008
H -1.51799 -0.02463 -1.40093 0.112
H -1.55849 2.03090 -0.52805 0.147
C -0.53872 1.55923 -0.52506 -0.281
H 0.10048 -1.11696 2.09397 0.075
H -1.28792 -0.12580 1.61095 0.074
H -0.03929 0.53579 2.67941 0.073
C 0.43782 -0.37463 -0.71920 -0.409
```

Properties
ΔE to the lowest compared entry with this formula, charge and spin (kJ/mol): 300.4
SMILES string: C[C@H]1[C@@H](C)N[C@@H]1O
Highest occupied orbital energy (eV): -8.69
Molecular weight (u): 101.1

---

Record 2
Here is an isolated molecule of C2H6N4 in a non-equilibrium geometry from OMol25. Energies are from wB97M-V/def2-TZVPD.

Geometry as XYZ:
```
12
Properties=species:S:1:pos:R:3:lowdin_charge:R:1
C -0.67970 -0.22422 -0.20050 -0.637
C -0.83064 1.25426 -0.13846 -0.019
H -1.70947 1.52247 0.45356 0.081
N -1.50302 -1.14560 -0.78748 0.169
H 0.05776 1.71981 0.29339 0.070
N 2.00632 -0.24931 0.21282 0.044
N -0.04499 -1.06681 0.70821 0.108
H 2.80259 -0.65168 -0.26894 0.077
H -2.04668 -1.58586 -0.03928 0.046
H 2.08144 -0.37790 1.22015 0.078
H -0.97062 1.63974 -1.15130 0.085
N 0.83701 -0.83489 -0.30216 -0.103
```

Properties
ΔE to the lowest compared entry with this formula, charge and spin (kJ/mol): 622.5
Highest occupied orbital energy (spin up / spin down) (eV): -8.34 / -8.77
Molecular weight (u): 86.1

---

Record 3
Here is a structure of composition C43H48N3O4PS3Sr in a non-equilibrium geometry from OMol25. Energies are from wB97M-V/def2-TZVPD.

Geometry as XYZ:
```
103
Properties=species:S:1:pos:R:3:lowdin_charge:R:1
H 1.21805 1.57169 -4.93239 0.097
H 0.81799 4.31663 0.55389 0.007
O 1.24732 -1.11737 3.51213 -0.365
H -0.89063 -1.65970 1.79743 0.090
C 4.29746 1.39338 -3.96347 -0.101
H 1.32473 -0.24007 -6.56214 0.099
C -0.12479 -1.47648 -5.52311 -0.089
N 3.28549 -2.26895 1.27592 0.020
H -3.80723 -1.75599 -3.72860 0.122
C 1.56258 -0.68512 4.87623 -0.262
H 1.66639 -1.54373 5.52773 0.120
H 3.23306 -0.09573 -2.77292 0.109
C -3.97022 0.89964 -1.60268 -0.139
H -1.58072 -2.49575 -4.26306 0.107
C -1.17202 2.73126 5.48901 -0.400
H 0.53033 -2.75715 1.42895 0.064
C -0.15773 0.57531 -3.63814 -0.077
H -0.23843 -5.55328 -1.87326 0.110
H 3.07151 0.37399 5.90379 0.087
C -3.40165 -0.18849 -2.30195 -0.333
H -3.69375 3.95524 1.39241 0.122
C -0.94734 -1.60283 -4.40544 -0.097
H -2.36707 -6.47417 -0.97910 0.099
H 2.55868 1.15217 4.41093 0.038
C 4.33956 2.95975 -1.64776 -0.499
C 3.73376 1.66529 -1.62203 -0.284
H -0.67861 3.60307 5.02877 0.038
H 0.28348 3.61234 -0.95056 0.083
C -3.35089 -4.55826 -0.91022 -0.088
S 4.03157 3.85297 -0.20490 0.989
H -0.84202 4.88341 2.41262 0.081
H 4.25346 -4.16736 -1.33940 0.111
C -1.07529 -4.87638 -1.64204 -0.076
C -1.43706 5.31159 1.58950 -0.071
C -0.92526 -3.48993 -1.88036 -0.090
C 3.87265 -2.96079 2.24476 -0.148
P -1.78211 -0.82378 -1.85505 1.108
H -0.25385 1.37634 -2.85720 0.107
C 3.29308 -2.83871 0.03318 -0.170
H -4.30021 -4.90391 -0.51010 0.096
H -4.07950 -2.49562 -1.06663 0.109
H -5.74413 1.91438 -1.06607 0.117
H -6.07687 -1.00286 -4.19489 0.094
C 0.61688 0.68069 -4.79450 -0.094
H -0.89154 -3.37519 2.24038 0.097
C 4.81042 -4.59358 0.73257 -0.041
H 0.33697 5.38589 -0.71355 0.086
C 3.11010 2.47192 0.46808 -1.119
N 3.10597 1.38218 -0.36674 -0.118
C 3.74906 0.86411 -2.77525 -0.009
C -5.49708 -0.45315 -3.48930 -0.065
H 5.48348 2.90994 -4.88019 0.095
H 5.13018 -4.53219 2.91771 0.089
H 4.04915 0.83845 -4.86448 0.099
H 0.70528 -0.13577 5.21711 0.065
C -5.33140 1.16099 -1.73542 -0.025
C 2.80095 0.17228 4.86669 -0.068
C -3.14950 2.98350 1.34109 -0.056
H 3.63517 -0.27783 4.32387 0.078
C 0.06111 4.42901 -0.23149 -0.086
H -7.11622 0.88829 -2.93166 0.104
H -0.57882 2.35061 6.33291 0.036
C 4.98128 3.42247 -2.83171 -0.089
H -2.96475 -0.34500 4.32625 0.033
C -6.08902 0.57972 -2.75302 -0.057
C -0.91489 -0.59858 -3.43470 -0.371
C -2.55308 0.37401 5.04645 -0.410
S 2.34201 2.70353 2.00239 0.421
H 5.36275 -5.53689 0.56760 0.116
H -2.43384 5.45236 2.01096 0.064
H -2.00336 4.93207 -0.38716 0.137
C -3.22469 -3.18918 -1.19197 -0.116
H -1.03286 2.47186 1.08546 0.133
C -2.03260 -2.65913 -1.63822 -0.373
H -1.02699 6.31889 1.38755 0.091
H 5.47420 4.42672 -2.82230 0.112
N -2.11220 2.30515 -0.70687 0.168
C -0.25126 -2.48642 2.14933 -0.066
O -3.98185 1.98840 0.54937 -0.033
H -0.01966 -3.10729 -2.28752 0.065
H -0.12081 -2.23939 -6.30622 0.105
H -3.05428 2.57591 2.36298 0.075
H -2.14947 3.02096 5.89622 0.040
H -0.37489 -2.13329 4.28695 0.112
C -2.26069 -5.40063 -1.15891 -0.111
H -2.09402 -0.18129 5.89366 0.042
C -3.26943 1.73991 -0.59828 -0.341
S -1.33861 1.44621 4.24118 0.741
H 3.58962 -2.61676 3.26533 0.110
C -4.20015 -0.86139 -3.18894 -0.107
C 4.69400 -4.09180 2.05235 -0.044
C -1.83241 3.03916 0.55946 -0.301
C 0.65480 -0.35961 -5.72077 -0.099
C 4.16112 -3.91916 -0.30263 0.022
H 0.89959 -3.18265 3.79339 0.110
O 1.58662 -1.31055 -0.65546 -0.265
H -3.45967 0.94455 5.36429 0.049
C 0.36514 -2.30535 3.51754 -0.227
C -1.35264 4.45589 0.33484 -0.399
C 2.28278 -2.38507 -0.94451 -0.591
C 4.96156 2.60964 -3.98389 -0.106
Sr 1.84534 -0.04588 1.34059 1.353
O 2.19337 -3.11828 -1.96264 0.001
```

Properties
ΔE to the lowest compared entry with this formula, charge and spin (kJ/mol): 40.0
Highest occupied orbital energy (eV): -7.47
Molecular weight (u): 885.7

---

Record 4
Here is an isolated molecule of C6H9FN2Si in a non-equilibrium geometry from OMol25. Energies are from wB97M-V/def2-TZVPD.

Geometry as XYZ:
```
19
Properties=species:S:1:pos:R:3:lowdin_charge:R:1
H 2.06393 1.06414 0.81250 0.004
H 0.80629 -0.91339 2.81497 0.012
C 1.29806 0.96567 0.09892 -0.135
C -1.53959 -0.03516 -0.35485 -0.473
H 1.86133 0.76434 -0.83753 0.051
C -1.73983 1.34848 0.00088 -0.227
C -2.52181 -1.00376 0.08344 -0.255
N -1.70616 2.46445 0.20186 0.200
C -1.49806 -0.15353 -1.95767 -0.039
N -3.38020 -1.72741 0.17692 0.201
H -0.24819 -2.35596 2.12518 0.086
H -2.46682 -0.04497 -2.41020 0.081
H -1.05938 -1.13575 -2.26964 0.087
H 0.70879 1.92730 0.09644 0.043
F 0.52178 -1.78662 -0.46544 -0.134
H -1.01003 -0.79185 2.73497 0.068
Si 0.14802 -0.50170 0.44895 0.505
C -0.04718 -1.18258 2.20226 -0.163
H -0.69953 0.47534 -2.39008 0.088
```

Properties
ΔE to the lowest compared entry with this formula, charge and spin (kJ/mol): 302.4
<S²>: 2.005
Spin multiplicity: 3
Highest occupied orbital energy (spin up / spin down) (eV): -4.99 / -11.51
Molecular weight (u): 156.2

---

Total energy readings, ordered: -327.01691 -298.61180 -3699.31445 -732.69220 Ha